The following is a DFT calculation (ωB97M-V/def2-TZVPD) of C35H69BClFMoN6OSi3 as an isolated structure in a non-equilibrium geometry.

Last column: Mulliken charge in e.
Geometry (Å):
Mo  -0.432  -0.236  0.687  -0.992
C  -1.022  -1.047  -5.826  -1.949
C  -1.217  0.150  -4.936  0.475
C  -1.469  1.429  -5.357  -1.045
C  -1.612  2.189  -4.172  -0.233
N  -1.456  1.431  -3.102  -0.469
N  -1.201  0.175  -3.571  0.559
B  -1.001  -1.048  -2.676  0.126
N  -2.133  -1.217  -1.612  0.287
N  -2.309  -0.685  -0.339  1.282
C  -3.578  -0.997  0.026  -1.361
C  -4.185  -1.714  -0.991  -0.946
C  -3.254  -1.833  -1.997  0.122
C  -3.460  -2.517  -3.309  -1.339
C  -4.402  -0.532  1.211  2.739
C  -5.469  -1.595  1.520  -2.224
C  -3.634  -0.295  2.499  -1.312
C  -5.114  0.765  0.777  -1.676
N  0.404  -1.229  -2.022  1.586
N  0.449  -1.925  -0.839  -0.554
C  1.669  -2.520  -0.806  -1.083
C  2.395  -2.130  -1.934  -0.323
C  1.560  -1.310  -2.674  0.320
C  1.840  -0.619  -3.970  -1.583
C  2.102  -3.617  0.159  2.707
C  1.180  -4.828  -0.061  -1.673
C  3.526  -4.048  -0.203  -2.255
C  2.094  -3.201  1.650  -1.170
C  -1.930  3.666  -4.140  2.349
C  -3.233  3.913  -4.912  -1.844
C  -2.103  4.172  -2.711  -1.357
C  -0.786  4.441  -4.812  -1.731
H  -1.869  -1.135  -6.507  0.427
H  -0.127  -0.920  -6.442  0.389
H  -0.925  -1.979  -5.277  0.270
H  -1.541  1.761  -6.384  0.570
H  -1.119  -2.003  -3.388  -0.351
H  -5.190  -2.104  -1.010  0.495
H  -4.458  -2.950  -3.318  0.514
H  -3.371  -1.820  -4.145  0.079
H  -2.730  -3.312  -3.458  0.205
H  -5.022  -2.590  1.598  0.401
H  -5.943  -1.357  2.475  0.429
H  -6.254  -1.622  0.762  0.463
H  -3.261  -1.239  2.902  0.515
H  -2.808  0.404  2.374  -0.714
H  -4.316  0.133  3.234  0.673
H  -5.767  0.571  -0.076  0.478
H  -5.723  1.148  1.602  0.421
H  -4.399  1.533  0.482  0.136
H  3.400  -2.417  -2.208  0.644
H  2.908  -0.428  -4.051  0.519
H  1.545  -1.237  -4.820  0.149
H  1.306  0.329  -4.033  0.227
H  1.297  -5.214  -1.079  0.403
H  1.431  -5.627  0.646  0.416
H  0.140  -4.549  0.078  0.206
H  3.600  -4.357  -1.247  0.386
H  4.243  -3.239  -0.024  0.380
H  3.812  -4.898  0.421  0.507
H  1.205  -3.580  2.155  0.342
H  2.961  -3.623  2.162  0.519
H  2.123  -2.120  1.768  -0.244
H  -4.053  3.343  -4.468  0.376
H  -3.493  4.976  -4.879  0.435
H  -3.141  3.617  -5.959  0.370
H  -1.217  3.956  -2.111  -0.035
H  -2.963  3.694  -2.235  0.276
H  -2.264  5.255  -2.720  0.468
H  -0.583  4.065  -5.817  0.349
H  -1.042  5.503  -4.886  0.447
H  0.131  4.348  -4.222  0.331
C  3.399  -0.048  0.719  -0.919
O  2.082  0.088  1.253  0.404
Si  1.731  0.993  2.616  -0.573
C  2.189  -0.101  4.069  -1.206
C  2.860  2.493  2.721  -1.373
C  -0.069  1.323  2.329  2.915
Si  -0.323  2.959  1.391  0.760
C  -2.006  2.776  0.584  -0.100
C  -0.445  4.467  2.521  -1.189
C  0.998  3.432  0.138  -0.962
Si  -0.813  1.495  4.046  0.354
C  -1.086  -0.152  4.922  -1.400
C  -2.457  2.423  4.204  -1.622
C  0.399  2.471  5.133  -1.346
H  3.750  0.904  0.315  0.341
H  3.378  -0.772  -0.085  0.100
H  4.101  -0.387  1.490  0.286
H  3.281  -0.153  4.149  0.520
H  1.812  -1.125  3.955  0.193
H  1.808  0.300  5.018  0.333
H  3.515  2.419  3.594  0.516
H  2.290  3.425  2.802  0.317
H  3.494  2.583  1.833  0.421
H  -2.468  3.753  0.401  0.712
H  -2.670  2.223  1.245  -0.652
H  -1.938  2.253  -0.379  -0.119
H  -1.107  4.315  3.383  0.277
H  -0.847  5.301  1.934  0.404
H  0.537  4.774  2.904  0.279
H  0.640  3.265  -0.880  0.085
H  1.902  2.824  0.252  0.066
H  1.275  4.486  0.255  0.460
H  -1.990  -0.662  4.572  0.301
H  -1.219  0.048  5.992  0.567
H  -0.241  -0.842  4.821  0.246
H  -3.264  1.745  4.486  0.480
H  -2.763  2.956  3.299  0.388
H  -2.366  3.168  5.003  0.532
H  1.352  2.685  4.634  0.356
H  0.626  1.918  6.051  0.406
H  -0.032  3.433  5.423  0.551
F  0.403  0.866  -0.575  -0.867
Cl  -1.692  -3.235  1.588  -0.197
C  -0.707  -1.818  1.956  2.633
H  -0.264  -2.011  2.921  0.493
H  -1.424  -0.923  2.075  -2.474

Atoms 1-2, force components in eV/Å:
Mo 1.091 -0.425 -0.259
C 0.039 0.103 0.097

expectation value of S²: 2.032
multiplicity: 3
max |F|: 1.20 eV/A
frontier orbital gap (alpha / beta): 7.9 / 7.9 eV
HOMO energy (alpha / beta): -0.304 / -0.308 hartree
energy above the lowest of the compared OMol25 structures with the same formula, charge and spin: 88.7 kJ/mol

---

The following is a DFT calculation (ωB97M-V/def2-TZVPD) of a 7-piece molecular cluster, C35H69BFN2O27S overall in a non-equilibrium geometry.

Last column: Mulliken charge in e.
Geometry (Å):
C  0.590  -2.918  0.718  -1.252
C  1.310  -1.740  0.045  0.158
C  1.942  -2.140  -1.280  -0.349
F  2.634  -3.336  -1.076  -0.448
C  0.901  -2.257  -2.419  1.041
O  0.957  -3.643  -2.951  -0.187
N  1.871  -3.801  -3.982  0.286
O  1.469  -4.556  -4.786  -0.442
O  -0.373  -2.122  -1.971  -0.297
B  -1.259  -1.557  -3.053  0.760
C  -1.745  -0.061  -2.516  -0.734
C  -3.066  0.008  -1.754  -0.491
C  -3.309  1.407  -1.159  -1.205
S  -2.364  1.652  0.333  1.150
O  -1.688  0.456  0.748  -0.554
O  -3.153  2.304  1.343  -0.687
O  -1.247  2.682  -0.194  -0.467
N  -2.387  -2.431  -3.620  0.850
C  -1.914  -3.384  -4.649  -1.480
C  -3.103  -3.190  -2.649  0.515
C  -4.601  -2.890  -2.571  -1.277
O  -2.627  -4.063  -1.951  -0.555
O  -0.249  -1.284  -4.145  -1.032
C  0.944  -1.149  -3.500  -0.678
O  2.053  -1.131  -4.367  -0.585
H  -0.196  -2.534  1.364  0.326
H  1.287  -3.530  1.286  0.359
H  0.131  -3.566  -0.024  0.236
H  0.614  -0.915  -0.086  -0.054
H  2.093  -1.395  0.725  0.203
H  2.711  -1.407  -1.541  0.277
H  -1.867  0.560  -3.412  0.355
H  -0.954  0.408  -1.930  0.297
H  -3.889  -0.145  -2.454  0.340
H  -3.137  -0.763  -0.988  0.471
H  -2.926  2.120  -1.888  0.411
H  -4.354  1.631  -0.966  0.496
H  -0.540  2.615  0.465  0.358
H  -2.775  -3.988  -4.965  0.343
H  -1.547  -2.871  -5.529  0.374
H  -1.193  -4.086  -4.235  0.425
H  -5.092  -3.828  -2.322  0.386
H  -4.830  -2.105  -1.862  0.138
H  -4.922  -2.630  -3.579  0.305
H  1.001  -0.212  -2.909  0.575
H  2.517  -0.304  -4.258  0.418
C  -4.429  3.807  -8.523  -1.114
C  -3.041  3.714  -7.922  -0.175
O  -3.016  2.882  -6.761  -0.362
C  -3.037  1.562  -7.005  0.688
O  -3.053  1.060  -8.100  -0.591
O  -3.036  0.931  -5.846  -0.197
C  -3.120  -0.506  -5.927  -0.496
H  -5.147  4.132  -7.769  0.286
H  -4.438  4.519  -9.349  0.359
H  -4.756  2.839  -8.897  0.317
H  -2.715  4.696  -7.580  0.295
H  -2.314  3.358  -8.652  0.307
H  -2.346  -0.900  -6.580  0.263
H  -4.107  -0.792  -6.295  0.391
H  -2.981  -0.905  -4.922  -0.051
C  5.448  0.148  6.038  -1.108
C  4.985  -1.086  5.292  -0.105
O  4.396  -0.755  4.028  -0.360
C  5.249  -0.449  3.055  0.742
O  6.452  -0.445  3.136  -0.598
O  4.540  -0.133  1.976  -0.175
C  5.322  0.306  0.864  -0.506
H  4.627  0.860  6.140  0.265
H  5.806  -0.124  7.031  0.385
H  6.257  0.646  5.504  0.282
H  4.202  -1.589  5.857  0.317
H  5.798  -1.798  5.149  0.269
H  6.100  -0.409  0.609  0.355
H  5.764  1.276  1.085  0.123
H  4.651  0.411  0.016  0.152
C  4.234  7.354  -0.131  -1.099
C  5.624  7.449  0.460  -0.164
O  5.728  6.734  1.700  -0.386
C  5.829  5.411  1.587  0.749
O  5.866  4.787  0.559  -0.573
O  5.880  4.893  2.813  -0.328
C  5.906  3.464  2.842  -0.722
H  3.489  7.681  0.595  0.295
H  4.159  7.979  -1.021  0.353
H  3.997  6.329  -0.411  0.314
H  5.858  8.483  0.707  0.287
H  6.382  7.094  -0.237  0.312
H  6.708  3.072  2.221  0.370
H  4.945  3.067  2.516  0.368
H  6.077  3.163  3.872  0.190
C  -10.928  -1.524  -5.213  -1.089
C  -9.608  -0.783  -5.169  -0.217
O  -8.495  -1.664  -5.366  -0.295
C  -8.278  -2.041  -6.625  0.732
O  -8.912  -1.696  -7.589  -0.573
O  -7.236  -2.867  -6.631  -0.259
C  -6.922  -3.417  -7.912  -0.716
H  -10.924  -2.348  -4.499  0.290
H  -11.748  -0.849  -4.969  0.358
H  -11.109  -1.942  -6.203  0.301
H  -9.455  -0.346  -4.185  0.296
H  -9.577  0.024  -5.901  0.311
H  -6.799  -2.633  -8.655  0.311
H  -7.700  -4.112  -8.224  0.330
H  -5.985  -3.953  -7.793  0.219
C  1.952  -5.114  10.513  -1.087
C  3.390  -5.570  10.396  -0.172
O  3.637  -6.248  9.156  -0.381
C  3.763  -5.457  8.091  0.792
O  3.717  -4.255  8.092  -0.557
O  3.959  -6.229  7.025  -0.340
C  4.040  -5.510  5.789  -0.578
H  1.273  -5.954  10.363  0.294
H  1.770  -4.685  11.499  0.347
H  1.717  -4.361  9.762  0.309
H  3.618  -6.299  11.171  0.290
H  4.085  -4.738  10.508  0.309
H  4.785  -4.720  5.846  0.229
H  3.068  -5.091  5.535  0.301
H  4.331  -6.225  5.026  0.248
C  -0.469  3.920  4.881  -1.104
C  -0.212  3.455  6.298  -0.206
O  1.177  3.159  6.521  -0.351
C  1.972  4.208  6.694  0.747
O  1.641  5.364  6.719  -0.567
O  3.219  3.754  6.838  -0.254
C  4.215  4.770  6.957  -0.710
H  -0.086  3.190  4.168  0.275
H  -1.538  4.047  4.712  0.380
H  0.026  4.870  4.685  0.326
H  -0.737  2.521  6.487  0.302
H  -0.556  4.185  7.031  0.319
H  3.982  5.469  7.758  0.314
H  4.321  5.301  6.012  0.319
H  5.152  4.271  7.190  0.211

Atoms 1-2, force components in eV/Å:
C -0.014 0.100 -0.296
C 0.116 -0.351 0.405

multiplicity: 1
max |F|: 1.63 eV/A
net charge: -1
frontier orbital gap: 7.4 eV
HOMO energy: -0.205 hartree